This record from the Open Molecules 2025 dataset describes C15H12ClN3O2S in the gas phase at a distorted geometry. The level of theory is wB97M-V/def2-TZVPD.

Cartesian coordinates (Å):
C1 -0.96540 -1.64242 2.21435
C2 -0.04459 -1.98416 1.10537
N1 1.24887 -1.98504 1.25562
O1 1.80753 -2.35903 0.07811
C3 0.84116 -2.62241 -0.81064
C4 1.20838 -3.05343 -2.17905
C5 -0.37787 -2.38446 -0.22749
C6 -1.69998 -2.60085 -0.83149
O2 -2.08773 -3.66693 -1.25139
N2 -2.53473 -1.49945 -0.89697
C7 -2.20590 -0.18837 -0.71092
N3 -1.05819 0.26280 -0.37115
C8 -1.03894 1.62580 -0.25188
C9 0.22967 2.23568 0.13540
C10 1.39656 1.50725 -0.11161
C11 2.63970 1.99494 0.23220
C12 2.74947 3.23582 0.83837
C13 1.61000 3.97183 1.10654
C14 0.36291 3.47542 0.76230
Cl1 -1.01309 4.43383 1.18776
C15 -2.23085 2.22490 -0.54101
S1 -3.43091 1.06087 -0.95868
H1 -0.41335 -1.63098 3.14926
H2 -1.39381 -0.65575 2.04722
H3 -1.77496 -2.36735 2.27110
H4 1.34352 -2.18663 -2.82625
H5 0.41732 -3.67638 -2.58793
H6 2.14217 -3.60904 -2.15011
H7 -3.45864 -1.69034 -1.26776
H8 1.29694 0.54140 -0.57965
H9 3.52105 1.40591 0.03186
H10 3.71647 3.62961 1.11086
H11 1.67890 4.93321 1.59169
H12 -2.48166 3.26374 -0.56404

Values from the calculation:
Energy above the lowest of the compared OMol25 structures with the same formula, charge and spin ... 67.6 kJ/mol
Net charge ... 0
Orbital gap ... 8.848 eV
HOMO ... -8.4 eV
LUMO energy ... 0.419 eV
Structure (SMILES) ... Cc1noc(C)c1C(=O)Nc1nc(-c2ccccc2Cl)cs1

Atomic partial charges in e from the Löwdin method, atoms 1 to 5: number 1, C, carries -0.005; number 2, C, carries -0.304; number 3, N, carries 0.114; number 4, O, carries 0.014; number 5, C, carries -0.254

***

This record from the Open Molecules 2025 dataset describes C15H12ClN3O6 in the gas phase at a distorted geometry. The level of theory is wB97M-V/def2-TZVPD.

Cartesian coordinates (Å):
C1 -0.63647 -3.75005 -0.52832
N1 -0.31549 -3.02311 0.67006
C2 -0.99586 -3.11885 1.82346
C3 -0.43300 -2.27679 2.76147
C4 0.64705 -1.65070 2.14572
C5 0.70918 -2.12619 0.83668
C6 1.59167 -1.71231 -0.23231
O1 1.40741 -1.91363 -1.41532
N2 2.72069 -1.01534 0.22484
C7 3.51517 -0.14152 -0.48112
O2 4.63191 0.12760 -0.12701
C8 2.87036 0.47817 -1.71944
O3 1.49206 0.78318 -1.53981
C9 1.16076 1.41330 -0.41554
O4 1.94881 1.79434 0.41018
C10 -0.32374 1.52707 -0.27978
C11 -1.12404 0.49192 -0.74322
C12 -2.49465 0.53760 -0.53204
N3 -3.32049 -0.55756 -0.97194
O5 -2.76430 -1.52479 -1.44832
O6 -4.51783 -0.45447 -0.82646
C13 -3.08765 1.61827 0.11594
C14 -2.29859 2.65611 0.56074
C15 -0.91743 2.61247 0.37781
Cl1 0.03285 3.91343 0.94274
H1 -1.35013 -3.18638 -1.13375
H2 -1.07824 -4.70906 -0.26098
H3 0.26140 -3.91047 -1.12034
H4 -1.83691 -3.77778 1.91905
H5 -0.76630 -2.13792 3.77018
H6 1.28966 -0.91316 2.58534
H7 3.05183 -1.22243 1.15835
H8 2.90169 -0.22802 -2.55200
H9 3.43327 1.38498 -1.96331
H10 -0.68398 -0.34670 -1.26273
H11 -4.15747 1.62364 0.26089
H12 -2.73676 3.50506 1.05990

Values from the calculation:
Net charge ... 0
Orbital gap ... 8.077 eV
HOMO ... -9.1 eV
LUMO energy ... -0.983 eV
Structure (SMILES) ... Cn1cccc1C(=O)NC(=O)COC(=O)c1cc([N+](=O)[O-])ccc1Cl

Atomic partial charges in e from the Löwdin method, atoms 1 to 5: number 1, C, carries -0.003; number 2, N, carries -0.082; number 3, C, carries -0.073; number 4, C, carries -0.067; number 5, C, carries -0.024

***

This record from the Open Molecules 2025 dataset describes a molecular structure, C15H12F6N11OPPt. The level of theory is wB97M-V/def2-TZVPD.

Cartesian coordinates (Å):
Pt1 0.28085 0.68528 -0.31089
N1 2.57626 2.88307 1.28500
C1 2.30902 1.68721 1.90405
N2 2.92128 1.33390 3.02260
N3 2.41154 0.11212 3.30320
N4 1.55771 -0.24082 2.41825
N5 1.45979 0.74927 1.48305
C2 2.04005 3.36328 0.10699
N6 2.39810 4.53089 -0.40695
N7 1.65564 4.62497 -1.53091
N8 0.90952 3.58300 -1.66974
N9 1.13360 2.74378 -0.62857
H1 3.24369 3.47505 1.74454
F1 -2.17386 1.13090 1.64506
P1 -3.68395 1.17663 2.23067
F2 -3.96433 2.55710 1.44628
F3 -5.19693 1.18946 2.81950
F4 -4.19798 0.32631 0.94392
F5 -3.40882 -0.23605 3.02382
F6 -3.17009 1.98943 3.52842
C3 -1.28180 0.99378 -1.68663
C4 -0.52338 0.24562 -2.65660
C5 -0.77624 -1.14094 -2.88048
C6 -0.09332 -1.84234 -3.83668
C7 0.88694 -1.20508 -4.62033
C8 1.15548 0.15402 -4.42119
C9 0.46782 0.86813 -3.46712
C10 1.59383 -1.94377 -5.62837
N10 2.15699 -2.53711 -6.44194
H2 -2.18258 0.52690 -1.29995
H3 -1.36353 2.06311 -1.84934
H4 -1.52499 -1.63004 -2.27375
H5 -0.29977 -2.89342 -3.99568
H6 1.90986 0.64252 -5.02495
H7 0.67095 1.92002 -3.30576
O1 -0.50954 -1.54595 -0.06175
N11 -0.26367 -2.12982 1.07777
C11 0.83560 -2.89303 1.22010
C12 1.12003 -3.48301 2.43074
C13 0.28202 -3.27137 3.51324
C14 -0.82944 -2.46460 3.34307
C15 -1.09206 -1.89905 2.11442
H8 1.44741 -2.95647 0.33423
H9 2.01734 -4.07987 2.51635
H10 0.50750 -3.70577 4.47790
H11 -1.50364 -2.23344 4.15562
H12 -1.90893 -1.22378 1.90877

Values from the calculation:
Net charge ... -2
Orbital gap (alpha / beta) ... 5.562 / 6.246 eV
HOMO (alpha / beta) ... -1.1 / -2.9 eV
⟨S²⟩ ... 2.049
Spin multiplicity ... 3
LUMO energy (alpha / beta) ... 4.512 / 3.344 eV

Atomic partial charges in e from the Löwdin method, atoms 1 to 5: number 1, Pt, carries 1.064; number 2, N, carries 0.129; number 3, C, carries -0.493; number 4, N, carries 0.007; number 5, N, carries -0.103

***

This record from the Open Molecules 2025 dataset describes 2 unconnected molecules or ions with the total composition C15H12NO3 at a distorted geometry. The level of theory is wB97M-V/def2-TZVPD.

Cartesian coordinates (Å):
O1 3.02554 -2.47406 0.19241
C1 1.92826 -1.99752 0.07571
N1 0.75868 -2.81508 -0.20900
C2 -0.34618 -2.00970 -0.58744
O2 -1.42402 -2.35922 -1.00426
C3 0.11441 -0.58584 -0.30812
C4 1.44509 -0.55684 0.11569
C5 2.09477 0.60210 0.47215
C6 1.36754 1.76696 0.36068
C7 0.05321 1.79408 -0.08351
C8 -0.57109 0.60878 -0.41240
C9 -2.01342 0.54603 -0.86381
C10 -2.36236 0.57960 -2.19430
C11 -3.70784 0.47632 -2.51608
C12 -4.64406 0.35185 -1.52076
C13 -4.29640 0.31978 -0.18448
C14 -2.95674 0.42235 0.13992
H1 0.55268 -3.29954 0.66372
H2 3.14306 0.58124 0.83249
H3 1.80709 2.72779 0.62152
H4 -0.47949 2.73741 -0.17154
H5 -1.61135 0.64778 -2.97683
H6 -4.03340 0.48238 -3.55378
H7 -5.69385 0.24050 -1.78847
H8 -5.00750 0.19796 0.62820
H9 -2.63431 0.40651 1.17862
C15 5.20006 0.14455 2.62771
O3 5.38624 0.76865 1.45433
H10 5.93833 0.37536 3.44302
H11 4.21926 0.33581 3.15445
H12 5.22851 -0.97878 2.61056

Values from the calculation:
Energy above the lowest of the compared OMol25 structures with the same formula, charge and spin ... 0.0 kJ/mol
Net charge ... -1
Orbital gap ... 4.629 eV
HOMO ... -2.4 eV
LUMO energy ... 2.276 eV

Atomic partial charges in e from the Löwdin method, atoms 1 to 5: number 1, O, carries 0.142; number 2, C, carries -0.345; number 3, N, carries 0.137; number 4, C, carries -0.361; number 5, O, carries 0.116

***

This record from the Open Molecules 2025 dataset describes a molecular structure, C15H13BaF2NO3. The level of theory is wB97M-V/def2-TZVPD.

Cartesian coordinates (Å):
Ba1 0.94319 1.38274 -1.71805
C1 -0.24756 3.89252 2.58791
C2 -1.06248 3.08222 1.59565
C3 -2.48136 3.60837 1.45823
O1 -1.08738 1.69766 1.97585
C4 -0.35134 3.00760 0.23407
O2 0.90893 2.94776 0.20584
O3 -1.03165 2.83535 -0.80963
H1 -0.71631 3.84234 3.57467
H2 -0.20649 4.94299 2.29799
H3 0.76691 3.50602 2.65005
H4 -2.97121 3.59306 2.43392
H5 -3.04196 2.98722 0.76448
H6 -2.48776 4.63472 1.08982
H7 -1.27340 1.65194 2.92060
F1 5.55802 -2.56921 -0.96156
C5 4.20929 -2.48354 -1.01208
C6 3.61776 -1.26491 -1.27886
C7 2.23120 -1.11538 -1.34313
C8 1.45045 -2.27881 -1.12470
C9 2.09880 -3.48524 -0.84897
F2 1.40814 -4.63047 -0.59760
C10 3.47126 -3.62340 -0.78866
C11 -0.03650 -2.16256 -1.15164
C12 -0.92312 -3.24833 -1.10951
C13 -2.28817 -3.03449 -1.09783
C14 -2.77923 -1.73854 -1.11910
C15 -1.85092 -0.71812 -1.18078
N1 -0.53552 -0.91491 -1.21236
H8 4.30373 -0.43409 -1.42726
H9 3.92394 -4.57805 -0.56848
H10 -0.53862 -4.25153 -1.08929
H11 -2.96318 -3.87985 -1.06617
H12 -3.83662 -1.51930 -1.09162
H13 -2.18083 0.31821 -1.19180

Values from the calculation:
Energy above the lowest of the compared OMol25 structures with the same formula, charge and spin ... 0.0 kJ/mol
Net charge ... 0
Orbital gap ... 7.235 eV
HOMO ... -7.7 eV
LUMO energy ... -0.489 eV

Atomic partial charges in e from the Löwdin method, atoms 1 to 5: number 1, Ba, carries 1.987; number 2, C, carries -0.022; number 3, C, carries -0.547; number 4, C, carries -0.022; number 5, O, carries -0.001

***

This record from the Open Molecules 2025 dataset describes 5 unconnected molecules or ions with the total composition C15H13Cl16F3IN3 at a distorted geometry. The level of theory is wB97M-V/def2-TZVPD.

Cartesian coordinates (Å):
N1 -1.96973 4.41745 0.62289
C1 -1.60834 3.35567 0.48523
C2 -1.13733 1.90034 0.23678
C3 -2.34712 0.98533 0.63033
C4 -2.02698 -0.56712 0.61469
C5 -2.82060 -1.32579 -0.52386
N2 -4.27736 -1.27112 -0.31667
C6 -0.69187 1.82817 -1.27554
I1 -2.32765 1.73764 -2.69747
C7 0.06168 3.14638 -1.57778
N3 0.51993 4.14571 -1.83705
C8 0.29555 0.65500 -1.61708
C9 1.39168 0.38966 -0.53395
C10 2.58698 -0.39082 -1.12289
F1 3.53398 0.20777 -1.90460
C11 2.69052 -1.74711 -0.82309
F2 2.39294 -2.70536 -1.73012
F3 3.11765 -2.14723 0.38752
H1 -0.32213 1.72557 0.96989
H2 -3.28484 1.21161 0.07149
H3 -2.58475 1.23140 1.69823
H4 -2.42850 -0.98499 1.57657
H5 -0.94111 -0.80521 0.61219
H6 -2.47362 -0.99989 -1.53388
H7 -2.53038 -2.40525 -0.42702
H8 -4.71241 -1.80774 -1.06695
H9 -4.65016 -0.32507 -0.40150
H10 0.83982 0.96489 -2.54748
H11 -0.27260 -0.26001 -1.92069
H12 1.04356 -0.22864 0.33124
H13 1.70264 1.37462 -0.09714
Cl1 6.11450 2.28607 -4.57638
C12 5.68114 3.28059 -3.17508
Cl2 6.18593 4.95446 -3.46040
Cl3 3.92913 3.22527 -2.93104
Cl4 6.49815 2.65504 -1.73238
Cl5 3.92597 -5.26017 -0.59662
C13 2.61301 -6.02737 0.31340
Cl6 2.12632 -7.52285 -0.50120
Cl7 3.17155 -6.40248 1.95181
Cl8 1.22518 -4.92740 0.40183
Cl9 2.07151 4.43599 4.97374
C14 0.74564 4.61371 3.81238
Cl10 -0.59438 5.48513 4.57145
Cl11 1.31205 5.51203 2.39762
Cl12 0.18963 3.00699 3.30344
Cl13 -4.52199 -4.52436 0.47774
C15 -4.39455 -4.12552 2.19422
Cl14 -4.50366 -5.60669 3.15914
Cl15 -2.83808 -3.33699 2.48605
Cl16 -5.70649 -3.02734 2.64797

Values from the calculation:
Net charge ... 0
Orbital gap ... 7.530 eV
HOMO ... -8.6 eV
LUMO energy ... -1.030 eV
Structure (SMILES) ... N#C[C@@H](CCCN)[C@@](I)(C#N)CCC(F)=C(F)F.ClC(Cl)(Cl)Cl.ClC(Cl)(Cl)Cl.ClC(Cl)(Cl)Cl.ClC(Cl)(Cl)Cl

Atomic partial charges in e from the Löwdin method, atoms 1 to 5: number 1, N, carries 0.193; number 2, C, carries -0.256; number 3, C, carries -0.303; number 4, C, carries -0.181; number 5, C, carries -0.180

***

This record from the Open Molecules 2025 dataset describes a molecular structure, C15H13Cl2F5N3O5TcTe at a distorted geometry. The level of theory is wB97M-V/def2-TZVPD.

Cartesian coordinates (Å):
Tc1 1.13511 2.64294 -0.71777
N1 2.67274 2.17088 -2.38830
N2 1.88698 1.77705 -3.48366
C1 0.52044 1.64603 -3.31108
O1 -0.21551 1.20321 -4.14171
O2 0.19585 2.06822 -2.09787
H1 3.28065 2.96037 -2.61966
H2 3.26661 1.40735 -2.03990
H3 2.31382 1.44302 -4.33938
Cl1 0.91477 -2.27683 -0.53075
C2 -0.56670 -2.19053 -1.41082
C3 -0.65249 -2.85587 -2.62782
C4 -1.73856 -2.67404 -3.46967
C5 -2.74373 -1.77596 -3.13484
C6 -2.68693 -1.12097 -1.92330
Cl2 -3.94034 -0.01578 -1.50036
C7 -1.63752 -1.35918 -0.98905
N3 -1.72233 -0.69019 0.19864
C8 -1.22011 -0.96013 1.43174
C9 -0.76035 -2.24641 1.79290
C10 -0.08385 -2.44186 2.97494
C11 0.14244 -1.36676 3.83357
C12 -0.42016 -0.12563 3.55190
C13 -1.15353 0.08710 2.39732
C14 -1.71639 1.46156 2.16093
C15 -0.53536 2.25612 1.59574
O3 0.42923 2.44447 2.36301
O4 -0.57634 2.59909 0.39055
H4 0.15557 -3.51115 -2.91581
H5 -1.78390 -3.20411 -4.40907
H6 -3.56558 -1.59743 -3.81131
H7 -2.29403 0.15322 0.11770
H8 -0.96780 -3.07950 1.13967
H9 0.28948 -3.42130 3.23115
H10 0.73070 -1.49109 4.72864
H11 -0.27553 0.69229 4.24219
H12 -1.99806 1.90480 3.11663
H13 -2.56501 1.50710 1.48108
F1 2.55794 -0.53603 2.16918
Te1 2.36218 1.36466 1.81538
F2 2.29839 1.31195 3.84117
F3 0.91237 0.38813 0.56811
F4 3.26299 0.76063 0.09457
F5 4.25279 1.61438 2.19995
O5 2.23907 3.07617 0.42544

Values from the calculation:
Energy above the lowest of the compared OMol25 structures with the same formula, charge and spin ... 482.9 kJ/mol
Net charge ... +1
Orbital gap (alpha / beta) ... 3.490 / 3.465 eV
HOMO (alpha / beta) ... -11.2 / -11.2 eV
⟨S²⟩ ... 0.761
Spin multiplicity ... 2
LUMO energy (alpha / beta) ... -7.735 / -7.718 eV

Atomic partial charges in e from the Löwdin method, atoms 1 to 5: number 1, Tc, carries 1.609; number 2, N, carries -0.003; number 3, N, carries 0.029; number 4, C, carries -0.631; number 5, O, carries 0.136